(1)
Formula: C11H10ClN2
Source: the OMol25 dataset
Level of theory: wB97M-V/def2-TZVPD

Geometry as ORCA input:
```
! wB97M-V def2-TZVPD RIJCOSX def2/J DEFGRID3
* xyz 1 1
C -3.477 0.091 -0.632
C -2.321 0.437 -1.256
C -3.510 -0.462 0.639
C -1.127 0.205 -0.715
C -2.294 -0.537 1.384
C 3.290 1.298 0.073
C 3.175 1.031 -1.309
C 2.449 0.587 0.922
C 1.606 -0.622 -0.913
C -1.225 -0.257 0.568
C 0.662 -0.890 1.305
N 2.419 0.044 -1.736
N 1.523 -0.254 0.457
Cl 0.582 -2.634 1.128
H -4.421 0.223 -1.214
H -2.356 0.694 -2.380
H -4.529 -0.717 1.105
H -0.152 0.320 -1.255
H -2.065 -1.028 2.272
H 3.997 2.059 0.473
H 3.769 1.475 -1.997
H 2.432 0.893 1.971
H 0.974 -1.513 -1.224
H 0.601 -0.443 2.334
*
```

Computed properties:
HOMO-LUMO gap	7.966	eV

=====

(2)
Formula: C53H48BrN8O4RbSi
Source: the OMol25 dataset
Level of theory: wB97M-V/def2-TZVPD

Geometry as ORCA input:
```
! wB97M-V def2-TZVPD RIJCOSX def2/J DEFGRID3
* xyz -2 1
Rb 0.404 -0.021 -0.022
Br 0.155 1.851 7.749
C -0.123 1.802 5.859
C 0.393 2.833 5.057
C 0.217 2.801 3.702
C -0.513 1.743 3.023
O -0.617 1.718 1.786
C -1.069 0.729 3.905
C -1.874 -0.375 3.425
N -2.287 -0.558 2.231
C -3.143 -1.628 1.995
C -4.229 -1.914 2.793
C -5.091 -2.992 2.502
C -4.873 -3.787 1.415
C -3.782 -3.516 0.553
C -3.493 -4.302 -0.588
C -2.426 -3.984 -1.371
C -1.648 -2.851 -1.035
N -1.894 -2.096 0.003
C -2.927 -2.424 0.820
C -0.836 0.778 5.285
H 0.937 3.650 5.519
H 0.627 3.580 3.070
H -2.133 -1.110 4.206
H -4.432 -1.279 3.647
H -5.934 -3.183 3.156
H -5.527 -4.623 1.191
H -4.125 -5.155 -0.813
H -2.156 -4.575 -2.237
H -0.779 -2.590 -1.633
H -1.242 -0.012 5.910
C -1.853 -0.598 -4.479
O -1.990 0.795 -4.692
C -3.224 1.346 -4.579
C -4.408 0.658 -4.777
C -5.631 1.320 -4.686
C -5.660 2.670 -4.392
C -4.471 3.355 -4.163
C -3.244 2.712 -4.239
N -2.041 3.392 -4.036
C -1.006 2.768 -3.225
N 0.188 2.891 -3.831
C 1.488 2.398 -3.471
C 1.691 1.439 -2.482
C 3.046 1.060 -2.350
C 4.086 1.575 -3.105
C 3.827 2.536 -4.086
C 2.516 2.940 -4.264
O 2.134 3.872 -5.231
C 3.134 4.339 -6.092
N -1.232 2.184 -2.116
C -2.445 2.267 -1.450
C -3.034 1.083 -1.015
C -4.177 1.065 -0.235
C -4.762 2.262 0.139
C -4.190 3.465 -0.264
C -3.046 3.473 -1.048
O -2.435 4.637 -1.469
C -2.754 5.812 -0.765
H -0.789 -0.777 -4.343
H -2.218 -1.173 -5.337
H -2.391 -0.908 -3.579
H -4.379 -0.400 -5.002
H -6.551 0.769 -4.836
H -6.604 3.193 -4.306
H -4.488 4.401 -3.877
H -2.189 4.343 -3.723
H 0.119 3.280 -4.755
H 3.295 0.285 -1.622
H 5.107 1.232 -2.957
H 4.631 2.938 -4.687
H 2.651 5.016 -6.796
H 3.608 3.521 -6.647
H 3.915 4.886 -5.551
H -2.515 0.170 -1.277
H -4.586 0.120 0.102
H -5.647 2.275 0.765
H -4.642 4.397 0.048
H -2.060 6.576 -1.111
H -2.630 5.673 0.313
H -3.779 6.145 -0.964
N 5.889 1.220 10.065
C 5.504 0.950 9.015
C 5.040 0.606 7.701
C 5.714 -0.360 6.958
C 5.273 -0.700 5.694
C 4.157 -0.067 5.145
C 3.485 0.904 5.889
C 3.918 1.230 7.159
N 3.710 -0.407 3.863
C 4.395 -1.136 2.896
C 3.540 -1.267 1.851
N 2.344 -0.644 2.138
C 2.471 -0.140 3.327
H 6.580 -0.854 7.378
H 5.787 -1.471 5.140
H 2.620 1.407 5.478
H 3.374 1.970 7.730
H 5.410 -1.460 3.030
H 3.671 -1.772 0.906
H 1.707 0.394 3.870
C 3.110 -5.713 -3.465
Si 2.277 -5.628 -1.774
C 0.694 -6.653 -1.919
C 3.404 -6.536 -0.561
C 1.948 -3.953 -1.251
C 1.698 -2.785 -0.912
H 3.311 -6.746 -3.766
H 4.055 -5.164 -3.456
H 2.471 -5.250 -4.221
H 0.907 -7.686 -2.211
H 0.034 -6.215 -2.672
H 0.153 -6.664 -0.970
H 3.601 -7.566 -0.874
H 2.947 -6.556 0.431
H 4.359 -6.013 -0.474
*
```

Computed properties:
HOMO-LUMO gap	4.867	eV

=====

Asked for total energy across the records above, the calculation gives -994.4903 -5675.0234 Eh in order.
Asked for energy relative to the best compared isomer or geometry (same formula, charge and spin) across the records above, the calculation gives 0.0 12.3 kcal/mol in order.
Asked for HOMO energy across the records above, the calculation gives -0.48025 -0.04841 hartree in order.